# CN2O3S

One molecule with the formula CN2O3S in a non-equilibrium geometry (ωB97M-V with the def2-TZVPD basis set, the OMol25 dataset).

Geometry as ORCA input:
```
! RIJCOSX wB97M-V def2-TZVPD def2/J DEFGRID3
* xyz 0 1
C -0.500 -0.530 0.505
N 0.464 0.101 -0.222
N -1.567 -0.226 0.911
O 1.775 -0.431 -0.368
O 1.935 1.437 -2.159
O -2.644 -0.288 1.414
S 1.361 0.173 -1.885
*
```

Its HOMO energy (spin up / spin down) is -9.108 / -9.107 eV. The value obtained for the HOMO-LUMO gap (spin up / spin down) is 7.75 / 7.75 eV. The LUMO energy (spin up / spin down) is -0.050 / -0.050 hartree.

=====

# CN3

A 2-piece molecular cluster, CN3 overall in a non-equilibrium geometry (ωB97M-V with the def2-TZVPD basis set, the OMol25 dataset).

Geometry as ORCA input:
```
! RIJCOSX wB97M-V def2-TZVPD def2/J DEFGRID3
* xyz 1 1
C 0.875 -0.287 1.495
N 0.832 -1.385 1.195
N -0.868 1.055 -1.827
N -0.840 0.618 -0.863
*
```

Its HOMO energy (spin up / spin down) is -20.631 / -19.894 eV. The value obtained for the HOMO-LUMO gap (spin up / spin down) is 7.53 / 5.30 eV. The LUMO energy (spin up / spin down) is -0.481 / -0.536 hartree.

=====

# CN3O2S

CN3O2S as an isolated structure in a non-equilibrium geometry (ωB97M-V with the def2-TZVPD basis set, the OMol25 dataset).

Geometry as ORCA input:
```
! RIJCOSX wB97M-V def2-TZVPD def2/J DEFGRID3
* xyz -1 1
C 0.297 2.070 0.380
N 0.659 3.147 0.227
N -0.125 -0.203 -0.591
N -0.284 -1.443 -0.376
O -0.231 -1.824 0.818
O -0.437 -2.155 -1.389
S 0.121 0.409 0.932
*
```

Its HOMO energy is -4.218 eV. The value obtained for the HOMO-LUMO gap is 8.11 eV. The LUMO energy is 0.143 hartree.

=====

# CN3O3S

A 2-piece molecular cluster, CN3O3S overall in a non-equilibrium geometry (ωB97M-V with the def2-TZVPD basis set, the OMol25 dataset).

Geometry as ORCA input:
```
! RIJCOSX wB97M-V def2-TZVPD def2/J DEFGRID3
* xyz -1 1
C 1.441 -1.253 0.534
N 2.407 -1.401 -0.100
N 0.650 -1.580 1.480
N -1.027 1.344 -1.052
O -0.523 -1.317 1.745
O -0.878 2.004 -2.050
O -1.278 0.108 -0.979
S -0.792 2.094 0.422
*
```

Its HOMO energy (spin up / spin down) is -3.532 / -3.532 eV. The value obtained for the HOMO-LUMO gap (spin up / spin down) is 4.42 / 4.42 eV. The LUMO energy (spin up / spin down) is 0.032 / 0.032 hartree.

=====

# CN5O2

A 2-piece molecular cluster, CN5O2 overall in a non-equilibrium geometry (ωB97M-V with the def2-TZVPD basis set, the OMol25 dataset).

Geometry as ORCA input:
```
! RIJCOSX wB97M-V def2-TZVPD def2/J DEFGRID3
* xyz -1 1
C -0.315 -0.018 -0.197
N -0.937 1.112 0.073
N -1.033 -1.111 -0.300
N -2.179 0.692 0.142
N -2.234 -0.616 -0.083
N 1.893 0.124 -0.116
O 2.184 -1.020 0.188
O 2.777 1.011 -0.238
*
```

Its HOMO energy (spin up / spin down) is -6.018 / -6.020 eV. The value obtained for the HOMO-LUMO gap (spin up / spin down) is 8.74 / 8.74 eV. The LUMO energy (spin up / spin down) is 0.100 / 0.100 hartree.

=====

# CN6

One molecule with the formula CN6 in a non-equilibrium geometry (ωB97M-V with the def2-TZVPD basis set, the OMol25 dataset).

Geometry as ORCA input:
```
! RIJCOSX wB97M-V def2-TZVPD def2/J DEFGRID3
* xyz 0 1
C 0.650 0.844 0.053
N 2.345 -0.803 -0.001
N -1.687 0.634 0.004
N -0.500 1.371 -0.100
N -0.865 -1.459 0.084
N -1.529 -0.555 -0.038
N 1.481 -0.063 -0.001
*
```

Its HOMO energy is -9.184 eV. The value obtained for the HOMO-LUMO gap is 7.53 eV. The LUMO energy is -0.061 hartree.

=====

# CNO3S2

A 2-piece molecular cluster, CNO3S2 overall in a non-equilibrium geometry (ωB97M-V with the def2-TZVPD basis set, the OMol25 dataset).

Geometry as ORCA input:
```
! RIJCOSX wB97M-V def2-TZVPD def2/J DEFGRID3
* xyz -1 1
C 0.811 -1.235 0.482
N 1.833 -1.784 0.270
O -1.816 1.090 -1.503
O 0.545 1.551 -0.880
O -0.310 -0.935 0.791
S -1.514 2.440 0.958
S -0.833 1.368 -0.487
*
```

Its HOMO energy is -4.732 eV. The value obtained for the HOMO-LUMO gap is 6.41 eV. The LUMO energy is 0.062 hartree.

=====

# CNO4S

An isolated ion of composition CNO4S and charge -1 in a non-equilibrium geometry (ωB97M-V with the def2-TZVPD basis set, the OMol25 dataset).

Geometry as ORCA input:
```
! RIJCOSX wB97M-V def2-TZVPD def2/J DEFGRID3
* xyz -1 1
C 0.043 1.107 -0.364
N -0.031 -1.118 0.463
O 0.719 -0.169 -0.140
O -0.829 1.551 0.414
O 0.590 -1.933 1.124
O -1.186 -1.147 0.289
S 0.693 1.709 -1.785
*
```

Its HOMO energy is -4.053 eV. The value obtained for the HOMO-LUMO gap is 7.81 eV. The SMILES is O=[N+]([O-])OC([O-])=S. The LUMO energy is 0.138 hartree.

=====

# CNO5S2Tl

CNO5S2Tl as an isolated structure in a non-equilibrium geometry (ωB97M-V with the def2-TZVPD basis set, the OMol25 dataset).

Geometry as ORCA input:
```
! RIJCOSX wB97M-V def2-TZVPD def2/J DEFGRID3
* xyz 1 2
Tl -1.745 -0.293 0.393
N 0.393 -0.868 0.721
S 0.779 0.769 0.263
O -0.684 1.345 0.302
S -0.005 -1.168 2.259
O -1.571 -1.040 2.263
O 1.133 0.579 -1.198
C -0.968 -0.263 -2.665
O -1.723 -0.520 -1.801
O -0.406 -0.523 -3.642
*
```

Its HOMO energy (spin up / spin down) is -14.025 / -14.686 eV. The value obtained for the HOMO-LUMO gap (spin up / spin down) is 6.22 / 6.91 eV. The LUMO energy (spin up / spin down) is -0.287 / -0.286 hartree.

=====

# CNO6S

CNO6S as an isolated structure in a non-equilibrium geometry (ωB97M-V with the def2-TZVPD basis set, the OMol25 dataset).

Geometry as ORCA input:
```
! RIJCOSX wB97M-V def2-TZVPD def2/J DEFGRID3
* xyz -1 1
C 1.874 -0.705 -0.169
N -1.936 -1.331 0.476
O 1.290 -1.538 0.345
O 2.543 0.028 -0.718
O -2.238 -1.426 -0.719
O -1.251 -0.285 0.851
O -0.483 1.773 -1.191
O 0.734 1.793 0.897
S -0.533 1.691 0.229
*
```

Its HOMO energy is -4.323 eV. The value obtained for the HOMO-LUMO gap is 7.89 eV. The LUMO energy is 0.131 hartree.

=====

# CO2PS

A 2-piece molecular cluster, CO2PS overall in a non-equilibrium geometry (ωB97M-V with the def2-TZVPD basis set, the OMol25 dataset).

Geometry as ORCA input:
```
! RIJCOSX wB97M-V def2-TZVPD def2/J DEFGRID3
* xyz -1 1
C 0.095 -0.986 -0.013
O -0.117 -1.150 1.110
O 0.357 -1.092 -1.125
P 0.228 1.935 0.023
S -0.740 3.163 -1.119
*
```

Its HOMO energy (spin up / spin down) is -1.562 / -1.544 eV. The value obtained for the HOMO-LUMO gap (spin up / spin down) is 5.10 / 5.14 eV. The LUMO energy (spin up / spin down) is 0.130 / 0.132 hartree.

=====

# CO4S

A 2-piece molecular cluster, CO4S overall in a non-equilibrium geometry (ωB97M-V with the def2-TZVPD basis set, the OMol25 dataset).

Geometry as ORCA input:
```
! RIJCOSX wB97M-V def2-TZVPD def2/J DEFGRID3
* xyz 0 1
C -1.839 1.551 0.780
O -2.730 2.148 0.334
O 1.921 0.051 -0.411
O -1.006 0.841 1.164
O 3.869 -1.425 -0.116
S 2.555 -1.211 -0.676
*
```

Its HOMO energy is -12.051 eV. The value obtained for the HOMO-LUMO gap is 10.83 eV. The LUMO energy is -0.045 hartree.

=====

# Ca2H8N2O10

Ca2H8N2O10 as an isolated structure in a non-equilibrium geometry (ωB97M-V with the def2-TZVPD basis set, the OMol25 dataset).

Geometry as ORCA input:
```
! RIJCOSX wB97M-V def2-TZVPD def2/J DEFGRID3
* xyz 2 1
Ca 1.920 2.114 1.160
Ca -3.175 -0.466 1.894
N -0.719 1.679 3.436
O 0.440 1.777 2.936
O -1.492 0.807 2.953
O -1.048 2.345 4.380
N -0.398 -0.235 -0.295
O -1.206 -0.747 0.534
O -0.583 -0.341 -1.495
O 0.569 0.435 0.173
O -2.480 -2.694 2.052
H -2.452 -3.542 2.522
H -1.781 -2.756 1.375
O -0.888 -1.427 -4.165
H -0.835 -2.352 -3.897
H -1.006 -0.933 -3.344
O 1.322 1.695 -3.125
H 2.176 1.254 -3.080
H 0.729 1.150 -2.596
O 3.348 0.945 -0.290
H 3.255 0.302 -1.009
H 4.305 0.989 -0.118
*
```

Its HOMO energy is -15.363 eV. The value obtained for the HOMO-LUMO gap is 7.83 eV. The LUMO energy is -0.277 hartree.

=====

# Ca4I2O4P

Ca4I2O4P as an isolated structure in a non-equilibrium geometry (ωB97M-V with the def2-TZVPD basis set, the OMol25 dataset).

Geometry as ORCA input:
```
! RIJCOSX wB97M-V def2-TZVPD def2/J DEFGRID3
* xyz 3 1
Ca -0.220 -2.278 1.352
Ca -2.894 -0.247 -3.728
Ca 1.703 0.777 -1.329
Ca -1.433 2.043 1.866
I -2.470 -0.220 -0.499
I -0.447 -1.715 -4.268
P 1.216 0.425 1.318
O 0.142 -0.143 2.310
O 2.608 0.737 2.075
O 0.373 1.399 0.433
O 1.422 -0.778 0.471
*
```

Its HOMO energy is -17.380 eV. The value obtained for the HOMO-LUMO gap is 7.07 eV. The LUMO energy is -0.379 hartree.

=====

# CaH14N3O16

CaH14N3O16 as an isolated structure in a non-equilibrium geometry (ωB97M-V with the def2-TZVPD basis set, the OMol25 dataset).

Geometry as ORCA input:
```
! RIJCOSX wB97M-V def2-TZVPD def2/J DEFGRID3
* xyz -1 1
Ca -2.651 -0.155 1.492
N 0.479 -0.405 -0.082
O 1.060 -1.420 -0.470
O -0.570 -0.515 0.614
O 0.975 0.727 -0.323
N -1.039 -2.774 3.717
O -1.551 -3.044 4.809
O -1.318 -1.663 3.140
O -0.262 -3.555 3.152
N -1.438 2.351 2.896
O -0.851 3.324 3.317
O -2.072 1.564 3.640
O -1.466 2.079 1.646
O 2.571 3.017 0.092
H 2.040 2.239 0.329
H 2.730 2.919 -0.851
O -0.721 3.388 -0.788
H 0.161 3.012 -0.705
H -1.164 3.064 0.015
O 0.118 -3.992 0.226
H -0.191 -3.840 1.135
H 0.776 -3.298 0.100
O 2.427 -0.488 -2.823
H 3.015 0.207 -3.135
H 2.329 -0.335 -1.866
O -2.835 0.880 -0.669
H -2.047 1.117 -1.211
H -3.569 1.349 -1.078
O 2.921 -3.370 -2.453
H 2.888 -2.401 -2.396
H 2.050 -3.657 -2.160
O -1.035 0.886 -2.937
H -1.429 1.298 -3.712
H -0.333 1.493 -2.660
*
```

Its HOMO energy is -6.237 eV. The value obtained for the HOMO-LUMO gap is 6.97 eV. The LUMO energy is 0.027 hartree.

=====

# CaH6N4O15

CaH6N4O15 as an isolated structure in a non-equilibrium geometry (ωB97M-V with the def2-TZVPD basis set, the OMol25 dataset).

Geometry as ORCA input:
```
! RIJCOSX wB97M-V def2-TZVPD def2/J DEFGRID3
* xyz -2 1
Ca 0.006 -0.002 0.516
N -3.154 -0.348 -2.991
O -3.966 0.530 -2.895
O -3.356 -1.316 -3.745
O -2.158 -0.396 -2.317
N -4.598 -0.003 1.937
O -3.396 -0.066 1.750
O -5.123 -0.190 3.079
O -5.348 0.335 1.029
N 3.266 2.629 -1.835
O 2.176 2.134 -1.595
O 3.355 3.772 -1.452
O 4.151 1.996 -2.404
N 2.771 -3.205 -2.036
O 3.855 -2.765 -1.906
O 1.867 -2.621 -1.433
O 2.549 -4.172 -2.792
O -0.582 3.296 1.228
H -0.393 3.864 0.481
H -0.955 3.882 1.887
O 2.856 0.363 2.058
H 3.553 1.000 1.906
H 3.252 -0.296 2.627
O -0.216 -2.625 2.622
H 0.518 -3.084 3.031
H -0.933 -2.712 3.251
*
```

Its HOMO energy is -2.541 eV. The value obtained for the HOMO-LUMO gap is 4.65 eV. The LUMO energy is 0.078 hartree.

=====

# CaI

CaI as an isolated structure in a non-equilibrium geometry (ωB97M-V with the def2-TZVPD basis set, the OMol25 dataset).

Geometry as ORCA input:
```
! RIJCOSX wB97M-V def2-TZVPD def2/J DEFGRID3
* xyz 1 1
Ca 0.985 -0.201 1.008
I -0.985 0.201 -1.008
*
```

Its HOMO energy is -13.143 eV. The value obtained for the HOMO-LUMO gap is 6.78 eV. The LUMO energy is -0.234 hartree.

=====

# Cd2H12O7

Cd2H12O7 as an isolated structure in a non-equilibrium geometry (ωB97M-V with the def2-TZVPD basis set, the OMol25 dataset).

Geometry as ORCA input:
```
! RIJCOSX wB97M-V def2-TZVPD def2/J DEFGRID3
* xyz 3 2
Cd -0.646 1.807 0.173
Cd 0.096 -0.817 -1.400
O 0.396 0.093 0.376
H -0.035 -0.351 1.132
O -1.218 0.781 -1.593
H -2.066 1.147 -1.911
O -2.327 0.991 1.253
H -3.166 1.418 1.077
H -2.291 0.918 2.207
O 1.098 -2.459 -0.772
H 0.970 -3.314 -1.181
H 1.735 -2.619 -0.076
O 1.074 2.551 -0.966
H 1.815 3.156 -0.939
H 1.320 1.898 -1.620
O 3.069 0.243 1.229
H 2.400 0.055 1.887
H 2.627 0.100 0.391
O -1.550 -1.786 -0.132
H -1.043 -1.497 0.627
H -2.257 -2.314 0.238
*
```

Its HOMO energy (spin up / spin down) is -22.716 / -21.816 eV. The value obtained for the HOMO-LUMO gap (spin up / spin down) is 10.43 / 3.64 eV. The LUMO energy (spin up / spin down) is -0.452 / -0.668 hartree.

=====

# Cd2N8O24Pb

Cd2N8O24Pb as an isolated structure in a non-equilibrium geometry (ωB97M-V with the def2-TZVPD basis set, the OMol25 dataset).

Geometry as ORCA input:
```
! RIJCOSX wB97M-V def2-TZVPD def2/J DEFGRID3
* xyz -1 2
Cd 1.208 1.328 2.698
Cd 0.882 -0.254 -2.260
Pb -3.974 -1.314 0.734
N -1.034 2.038 4.639
O -0.168 2.775 5.169
O -0.531 1.428 3.700
O -2.202 2.081 4.953
N -0.572 2.370 -3.958
O -1.542 1.899 -4.538
O -0.271 3.537 -4.025
O 0.215 1.581 -3.378
N -0.897 -2.267 -4.106
O -1.677 -3.140 -4.001
O -0.284 -1.857 -5.043
O -0.770 -1.386 -3.251
N 3.156 0.021 -0.029
O 2.760 0.341 1.126
O 4.157 -0.719 -0.010
O 2.526 0.342 -0.962
N 1.536 -3.440 -1.046
O 2.759 -3.537 -1.035
O 0.738 -4.368 -0.944
O 1.101 -2.234 -1.066
N -1.833 -2.486 3.405
O -2.773 -1.985 2.817
O -1.254 -1.869 4.247
O -1.635 -3.725 3.168
N 0.839 3.695 0.509
O -0.214 3.856 -0.033
O 1.892 3.753 -0.054
O 0.870 3.334 1.696
N -0.732 0.106 0.242
O -1.668 -0.561 0.584
O 0.032 0.580 1.062
O -0.641 0.076 -1.010
*
```

Its HOMO energy (spin up / spin down) is -6.238 / -6.238 eV. The value obtained for the HOMO-LUMO gap (spin up / spin down) is 3.60 / 3.32 eV. The LUMO energy (spin up / spin down) is -0.097 / -0.107 hartree.

=====

# CdCl8HfO32

CdCl8HfO32 as an isolated structure in a non-equilibrium geometry (ωB97M-V with the def2-TZVPD basis set, the OMol25 dataset).

Geometry as ORCA input:
```
! RIJCOSX wB97M-V def2-TZVPD def2/J DEFGRID3
* xyz -2 1
Cd -0.639 -1.570 3.031
Hf -0.057 0.337 -2.757
Cl 2.438 2.572 -1.810
O 3.680 1.920 -1.316
O 1.860 3.328 -0.590
O 2.836 3.592 -2.855
O 1.409 1.565 -2.315
Cl -2.125 -2.452 -1.870
O -1.675 -3.753 -2.506
O -1.463 -1.274 -2.443
O -3.620 -2.293 -2.078
O -1.865 -2.376 -0.416
Cl -4.224 1.972 1.867
O -2.917 1.401 2.515
O -4.090 3.476 1.563
O -4.459 1.291 0.605
O -5.355 1.709 2.834
Cl -0.561 -4.740 2.572
O 0.098 -5.189 3.858
O -2.114 -4.674 2.836
O 0.016 -3.500 2.019
O -0.419 -5.862 1.594
Cl 0.326 0.182 0.646
O -0.078 0.201 -0.745
O 1.206 1.291 0.945
O -0.843 0.076 1.531
O 1.152 -1.083 0.817
Cl 2.959 -1.263 -1.894
O 1.527 -0.942 -2.211
O 3.180 -2.755 -1.888
O 3.803 -0.617 -2.896
O 3.428 -0.781 -0.569
Cl 3.920 1.460 2.497
O 4.675 1.530 1.244
O 3.088 2.709 2.751
O 2.984 0.268 2.382
O 4.863 1.269 3.621
Cl -2.536 2.584 -2.095
O -3.124 3.537 -3.123
O -3.445 1.437 -2.060
O -1.233 2.068 -2.392
O -2.606 3.351 -0.896
*
```

Its HOMO energy is -4.553 eV. The value obtained for the HOMO-LUMO gap is 3.85 eV. The LUMO energy is -0.026 hartree.